Formula: C13H24CdCl2NO4P2
Source: OMol25
Level of theory: ωB97M-V/def2-TZVPD

Computed properties:
HOMO-LUMO gap, Eh: 0.2008
Relative energy (zero: lowest compared OMol25 entry of this formula, charge and spin), kJ/mol: 272.9
Strongest force on any atom, eV/A: 2.319
E_HOMO, eV: -9.60

```
! wB97M-V def2-TZVPD RIJCOSX def2/J DEFGRID3
* xyz 1 1
Cd -0.07 0.60 0.98
P 2.27 -0.32 0.68
C 2.37 -0.57 -1.06
C 1.17 -1.02 -1.71
N -0.04 -0.59 -1.23
C -1.19 -1.09 -1.69
C -1.20 -2.09 -2.67
C 0.02 -2.53 -3.20
C 1.20 -1.96 -2.76
C -2.47 -0.58 -1.07
P -2.23 1.06 -0.26
H 2.18 -2.26 -3.12
H -2.15 -2.49 -3.00
H 0.05 -3.29 -3.98
H -3.23 -0.48 -1.85
H -2.83 -1.27 -0.30
H 2.25 1.28 -1.83
H 3.34 -0.77 -1.53
H 1.22 2.97 -1.20
O 2.13 2.21 -2.12
H 3.04 2.57 -2.20
H 0.25 2.48 0.04
O 0.48 3.33 -0.56
H 0.95 3.97 0.01
C -2.55 2.19 -1.66
H -3.57 2.04 -2.05
H -2.46 3.24 -1.32
H -1.83 2.02 -2.47
C -3.68 1.22 0.82
H -3.61 2.19 1.34
H -4.63 1.18 0.26
H -3.66 0.42 1.59
C 2.11 -2.06 1.23
H 3.02 -2.62 0.96
H 1.95 -2.13 2.31
H 1.25 -2.54 0.75
C 3.95 0.12 1.24
H 3.92 0.39 2.30
H 4.64 -0.73 1.12
H 4.33 0.98 0.68
Cl -2.76 -1.16 4.88
C -1.02 -0.90 4.67
Cl -0.05 -2.39 4.78
C -0.80 -0.30 3.27
O -0.36 0.90 3.21
O -1.04 -1.03 2.26
H -0.67 -0.19 5.42
*
```

Formula: C13H24Cl12O3Sn
Source: OMol25
Level of theory: ωB97M-V/def2-TZVPD

Computed properties:
HOMO-LUMO gap, Eh: 0.1813
Strongest force on any atom, eV/A: 4.586
E_HOMO, eV: -8.55

```
! wB97M-V def2-TZVPD RIJCOSX def2/J DEFGRID3
* xyz 0 1
Sn -19.11 9.37 -20.94
C -16.37 11.20 -20.49
O -17.40 11.80 -21.02
O -15.66 11.66 -19.58
O -16.29 9.97 -20.83
Cl -21.37 12.34 -20.84
C -21.02 13.39 -19.41
C -19.62 13.05 -18.90
Cl -19.73 11.44 -18.12
H -21.79 13.14 -18.68
H -21.11 14.40 -19.80
H -19.25 13.74 -18.14
H -18.87 13.14 -19.70
Cl -12.30 14.07 -17.66
C -14.00 13.60 -17.83
C -14.92 14.43 -16.96
Cl -14.71 16.12 -17.35
H -14.10 12.54 -17.58
H -14.25 13.70 -18.88
H -14.70 14.19 -15.91
H -15.97 14.19 -17.09
Cl -18.01 16.23 -20.98
C -16.64 15.19 -20.53
C -16.10 14.46 -21.80
Cl -15.61 15.55 -23.12
H -16.94 14.40 -19.84
H -15.92 15.88 -20.10
H -16.82 13.82 -22.30
H -15.22 13.87 -21.57
Cl -13.83 7.68 -23.36
C -14.61 6.22 -22.66
C -16.03 6.44 -22.19
Cl -17.06 7.16 -23.45
H -14.01 5.91 -21.80
H -14.61 5.43 -23.41
H -16.03 7.10 -21.32
H -16.44 5.49 -21.87
Cl -16.00 9.72 -25.56
C -15.85 10.59 -24.09
C -14.53 11.28 -23.88
Cl -14.32 12.64 -24.95
H -16.07 9.85 -23.32
H -16.56 11.41 -24.11
H -13.69 10.60 -24.02
H -14.50 11.62 -22.84
Cl -12.45 8.73 -19.65
C -11.78 9.82 -20.91
C -11.96 11.29 -20.48
Cl -11.14 12.29 -21.74
H -12.40 9.71 -21.79
H -10.73 9.61 -21.10
H -11.36 11.54 -19.61
H -12.97 11.67 -20.32
*
```

Formula: C13H24Cl2MnN2O
Source: OMol25
Level of theory: ωB97M-V/def2-TZVPD

Computed properties:
HOMO-LUMO gap (alpha / beta), Eh: 0.2070 / 0.2226
<S²>: 3.80
Strongest force on any atom, eV/A: 3.843
E_HOMO (alpha / beta), eV: -7.09 / -7.13

```
! wB97M-V def2-TZVPD RIJCOSX def2/J DEFGRID3
* xyz 0 4
Mn 0.94 2.36 1.93
Cl -0.55 3.94 1.76
Cl 2.41 1.94 3.48
C 0.79 0.40 -0.70
H -0.11 -0.11 -0.05
H 1.92 0.10 -0.72
C -0.70 -0.31 -2.40
C 0.69 -0.49 -2.17
H -1.46 -1.01 -2.07
C 1.71 0.25 -3.00
H 0.97 -1.45 -1.74
C 1.27 1.76 -2.94
H 2.66 0.16 -2.44
H 1.87 -0.05 -4.06
C -0.07 1.89 -3.61
H 1.29 2.05 -1.87
H 2.03 2.34 -3.46
C -1.16 1.03 -2.87
H -0.37 2.94 -3.64
H -0.05 1.50 -4.64
H -1.49 1.57 -1.93
H -2.06 0.92 -3.53
C -2.52 -0.04 0.68
N -1.64 -0.60 1.68
C -1.07 0.33 2.70
C -0.46 -0.57 3.69
C 0.68 -1.28 3.11
N 0.20 -2.01 1.92
C 1.15 -2.85 1.17
C -0.88 -1.65 1.16
O -0.96 -2.12 -0.02
H -2.03 0.65 -0.06
H -3.27 0.53 1.23
H -3.03 -0.88 0.14
H -0.33 1.00 2.11
H -1.93 0.89 3.05
H -1.18 -1.28 4.04
H -0.13 0.02 4.51
H 1.17 -2.01 3.77
H 1.45 -0.57 2.75
H 1.92 -2.24 0.58
H 1.75 -3.43 1.89
H 0.57 -3.63 0.59
*
```

Formula: C13H24N3O11P
Source: OMol25
Level of theory: ωB97M-V/def2-TZVPD

Computed properties:
HOMO-LUMO gap, Eh: 0.2300
Strongest force on any atom, eV/A: 3.684
E_HOMO, eV: -1.80

```
! wB97M-V def2-TZVPD RIJCOSX def2/J DEFGRID3
* xyz -2 1
O -5.52 -1.40 0.13
O 4.60 4.67 -0.46
O -2.79 -3.78 -3.27
O 0.82 5.60 -0.86
O -1.16 -2.96 1.30
O 1.09 -2.69 2.22
O 0.53 -1.96 -0.04
O 0.22 1.87 1.97
O 2.52 2.01 -1.79
O 0.72 0.17 -1.24
O -0.35 -0.63 1.93
C -4.47 -1.83 0.61
C 4.40 3.77 0.35
C -2.46 -3.30 -2.19
C 1.80 4.86 -0.90
N -1.41 -3.75 -1.49
N -3.43 -2.23 -0.12
N 3.13 3.31 0.67
C -4.31 -1.94 2.10
C 5.59 3.21 1.11
C -0.49 -4.79 -1.93
C -3.32 -2.18 -1.58
C -1.09 0.17 1.00
C 1.86 3.60 -0.04
C -0.25 1.42 0.69
C 1.44 2.42 -0.95
C 0.98 1.15 -0.22
P 0.04 -2.10 1.35
H 0.36 1.04 2.49
H 2.27 1.10 -2.06
H 0.63 -0.76 -0.78
H 2.54 5.01 -1.68
H -1.17 -3.29 -0.60
H -2.61 -2.55 0.40
H 3.11 2.51 1.30
H -4.13 -2.99 2.36
H -5.20 -1.57 2.60
H -3.43 -1.37 2.41
H 6.52 3.68 0.77
H 5.48 3.39 2.18
H 5.67 2.13 0.94
H -0.07 -4.52 -2.90
H -1.02 -5.74 -2.01
H 0.32 -4.87 -1.20
H -2.87 -1.23 -1.86
H -4.32 -2.24 -2.02
H -2.02 0.49 1.48
H -1.37 -0.34 0.08
H 1.09 3.75 0.72
H -0.89 2.18 0.22
H 0.61 2.75 -1.58
H 1.79 0.77 0.41
*
```